Entry from the OMol25 dataset: 3 unconnected molecules or ions with the total composition C14H31NO9S2 in a non-equilibrium geometry (ωB97M-V/def2-TZVPD).

Properties
**DFT total energy**: -56607.04464 eV
**E_LUMO**: 0.46 eV
**Max |F|**: 4.8 eV/Å
**Spin multiplicity**: 1
**Frontier orbital gap**: 9.9 eV

Bonds (Å) are listed after each position.
Positions of all 57 atoms, in Å:
1 N 0.93 -3.27 2.57  C2 1.463, H13 1.012, H14 1.011
2 C 1.45 -4.16 1.52  N1 1.463, C3 1.553, H15 1.084, H16 1.100
3 C 0.41 -4.65 0.49  C2 1.553, C4 1.550, H17 1.085, H18 1.087
4 C -1.09 -4.42 0.84  C3 1.550, C5 1.539, H19 1.085, H20 1.087
5 C -1.77 -3.50 -0.19  C4 1.539, C6 1.550, H21 1.086, H22 1.089
6 C -1.56 -1.99 0.05  C5 1.550, C7 1.518, H23 1.084, H24 1.088
7 C -0.77 -1.28 -1.03  C6 1.518, C8 1.548, O12 1.455, H25 1.078
8 C 0.77 -1.32 -0.91  C7 1.548, O9 1.431, H26 1.085, H27 1.090
9 O 1.16 -0.10 -0.27  C8 1.431, C10 1.351
10 C 0.01 0.42 0.21  O9 1.351, O11 1.140, O12 1.365
11 O -0.18 0.97 1.19  C10 1.140
12 O -0.96 0.13 -0.71  C7 1.455, C10 1.365
13 H 1.72 -2.79 2.98  N1 1.012
14 H 0.30 -2.57 2.19  N1 1.011
15 H 1.99 -5.00 1.94  C2 1.084
16 H 2.22 -3.60 0.96  C2 1.100
17 H 0.56 -5.72 0.38  C3 1.085
18 H 0.63 -4.21 -0.48  C3 1.087
19 H -1.26 -4.10 1.87  C4 1.085
20 H -1.58 -5.38 0.74  C4 1.087
21 H -2.84 -3.70 -0.18  C5 1.086
22 H -1.43 -3.79 -1.18  C5 1.089
23 H -2.54 -1.52 0.03  C6 1.084
24 H -1.16 -1.79 1.04  C6 1.088
25 H -1.04 -1.52 -2.05  C7 1.078
26 H 1.19 -2.21 -0.45  C8 1.085
27 H 1.21 -1.26 -1.90  C8 1.090
28 C 2.77 1.98 1.54  C29 1.514, H35 1.090, H36 1.092, H37 1.091
29 C 3.99 1.10 1.32  C28 1.514, O30 1.443, H38 1.092, H39 1.088
30 O 5.20 1.87 1.17  C29 1.443, S31 1.592
31 S 5.88 2.46 2.48  O30 1.592, C32 1.762, O33 1.431, O34 1.428
32 C 7.43 2.88 1.76  S31 1.762, H40 1.087, H41 1.088, H42 1.087
33 O 6.06 1.40 3.43  S31 1.431
34 O 5.20 3.66 2.86  S31 1.428
35 H 2.81 2.49 2.50  C28 1.090
36 H 1.86 1.38 1.51  C28 1.092
37 H 2.71 2.75 0.76  C28 1.091
38 H 4.10 0.38 2.13  C29 1.092
39 H 3.87 0.54 0.40  C29 1.088
40 H 7.92 1.97 1.43  C32 1.087
41 H 8.02 3.38 2.52  C32 1.088
42 H 7.25 3.55 0.92  C32 1.087
43 C -3.17 2.96 -0.86  C44 1.516, H50 1.090, H51 1.091, H52 1.090
44 C -3.76 3.76 -2.00  C43 1.516, O45 1.441, H53 1.091, H54 1.089
45 O -4.41 2.92 -2.98  C44 1.441, S46 1.593
46 S -5.86 2.34 -2.63  O45 1.593, C47 1.762, O48 1.430, O49 1.429
47 C -6.27 1.80 -4.25  S46 1.762, H55 1.087, H56 1.088, H57 1.087
48 O -6.71 3.43 -2.26  S46 1.430
49 O -5.71 1.21 -1.78  S46 1.429
50 H -3.95 2.50 -0.25  C43 1.090
51 H -2.57 3.61 -0.22  C43 1.091
52 H -2.54 2.16 -1.24  C43 1.090
53 H -4.46 4.52 -1.64  C44 1.091
54 H -2.98 4.28 -2.54  C44 1.089
55 H -6.33 2.66 -4.91  C47 1.087
56 H -7.24 1.30 -4.19  C47 1.088
57 H -5.51 1.10 -4.59  C47 1.087

natural (NBO) population analysis, charges in e, atoms 1 to 6:
1 N -0.837
2 C -0.212
3 C -0.413
4 C -0.412
5 C -0.395
6 C -0.435